[1]
{"formula": "C20H16BrN3O7Ti", "method": "wB97M-V/def2-TZVPD", "symbols": ["H", "C", "C", "H", "H", "C", "H", "H", "C", "C", "C", "O", "H", "Br", "C", "C", "N", "C", "N", "H", "H", "C", "H", "H", "C", "H", "Ti", "O", "O", "C", "C", "C", "H", "C", "C", "O", "O", "C", "H", "H", "H", "C", "C", "O", "C", "O", "H", "N"], "coordinates": [[2.38944, -0.88538, -5.28422], [2.22679, 1.72842, -1.53176], [-1.12736, -0.47745, 1.81156], [0.61815, -0.23485, -3.66264], [3.28139, 1.51703, -1.64734], [-1.86858, -1.01500, 4.07266], [-4.41515, 0.36027, 2.29167], [3.84261, -2.78515, -2.44994], [1.10730, -0.88874, -2.94911], [-2.46573, -0.07111, 1.51483], [2.86700, -2.36086, -2.28883], [-3.27884, 1.47582, -0.11450], [-1.29000, 2.55221, 1.30617], [-0.49852, -3.03034, 0.00610], [-0.19667, 2.59068, 1.27647], [2.06809, -2.79830, -1.23543], [0.39472, -1.15483, -1.81116], [-0.49227, 2.30579, -1.23207], [0.40733, -1.54586, 3.41356], [3.70864, -1.95053, -4.77770], [0.11457, 3.62399, 1.45657], [-3.42858, -0.02917, 2.49786], [2.38018, -3.59603, -0.57904], [1.89477, 2.01241, -3.63747], [1.68033, 1.81375, -0.25845], [3.71462, -0.25465, -4.30502], [-0.46765, 0.15038, -0.72271], [-2.18608, -0.29920, -0.84756], [-5.10179, 0.23137, 4.62852], [1.43691, 1.98471, -2.65867], [-0.87659, -1.01471, 3.10815], [-2.71039, 0.42562, 0.11172], [2.33158, 1.71821, 0.60523], [0.83884, -2.20958, -1.06750], [0.08589, 2.24770, -2.51377], [-0.18452, -0.29603, 0.93961], [-3.75215, -0.81897, 5.94297], [2.33044, -1.45720, -3.21957], [0.20967, 1.97819, 2.08495], [-1.50081, 2.70270, -1.11901], [-1.64520, -1.41692, 5.05081], [3.07498, -1.12092, -4.47368], [0.32872, 2.16276, -0.07078], [1.27356, -1.48204, 2.54883], [-3.11581, -0.48185, 3.79354], [0.58010, -2.03592, 4.51480], [-0.52344, 2.48480, -3.37914], [-4.06051, -0.35521, 4.86050]], "atomic_forces_ev_per_a": [[0.0, 0.0, -0.1], [0.1, 0.0, 0.3], [-0.4, -0.2, 1.2], [0.1, -0.1, 0.1], [0.0, -0.1, 0.0], [0.0, 0.0, 0.1], [0.0, 0.0, 0.0], [0.2, -0.1, 0.0], [0.3, -0.5, -0.9], [0.5, -0.2, 0.1], [-0.2, 0.0, 0.1], [-0.2, -0.3, 0.5], [0.2, 0.0, 0.0], [0.3, -0.7, -0.1], [0.1, 0.0, 0.0], [0.0, 0.2, 0.0], [1.0, -0.9, -0.9], [-0.1, 0.9, 0.4], [1.4, -0.3, 0.0], [0.0, 0.0, -0.1], [-0.1, 0.0, 0.0], [0.1, -0.1, 0.5], [0.0, -0.1, 0.0], [0.0, -0.1, -0.1], [0.1, 0.4, -0.2], [0.1, 0.1, -0.1], [2.3, 2.0, -4.1], [-2.5, -1.0, -0.1], [0.0, -0.1, 0.0], [-0.3, 0.1, 0.1], [-1.2, 0.7, -1.0], [-1.5, 1.0, 0.4], [-0.1, -0.2, 0.0], [-0.1, -0.7, 0.2], [0.4, 0.2, -0.3], [-0.1, -0.9, 3.9], [-0.1, 0.0, 0.0], [-0.3, 0.1, 0.2], [0.0, 0.0, -0.1], [0.2, -0.2, 0.0], [0.0, 0.1, 0.0], [0.0, 0.1, 0.1], [0.2, 0.8, -0.2], [-0.2, -0.2, 0.6], [0.9, 0.0, -1.3], [-0.1, 0.0, 0.1], [0.0, -0.1, 0.1], [-0.6, 0.1, 0.6]], "spin_multiplicity": 3, "orbital_gap_ev": [5.4, 8.4], "homo_energy_ev": [-6.17, -9.27], "e_lumo_ev": [-0.720, -0.900]}

=====

[2]
{"formula": "C4H13N3O", "method": "wB97M-V/def2-TZVPD", "symbols": ["H", "N", "N", "H", "H", "H", "H", "C", "H", "H", "C", "C", "H", "H", "H", "H", "H", "O", "H", "N", "C"], "coordinates": [[-2.39053, -1.93571, 1.98683], [2.97319, 2.40812, 0.72522], [2.76083, 0.15136, 0.50947], [2.68183, 3.42121, 0.85110], [2.07549, -0.66642, 0.39912], [3.70277, -0.20297, 0.51376], [-3.23280, -0.96240, -2.01557], [-1.82237, -0.63574, -0.78195], [3.89280, 2.27465, 0.42032], [-2.56360, -2.50952, 0.34152], [-1.36633, 0.47111, -1.66075], [2.25866, 1.32560, 0.60486], [-1.03598, 1.31971, -0.99946], [-0.68886, -0.33049, 1.09071], [-1.27070, -2.95414, 1.36619], [-0.33279, 0.02900, -2.18349], [1.12065, 1.42298, 0.67409], [-2.72475, -1.45848, -1.32445], [-2.04465, 0.85363, -2.43358], [-1.94051, -2.09832, 1.04417], [-1.35255, -0.95647, 0.42570]], "atomic_forces_ev_per_a": [[-0.2, 0.2, -1.4], [-0.9, 1.7, -0.1], [-2.0, -4.3, -0.7], [0.0, -2.1, -0.3], [1.4, 1.9, 0.2], [0.6, 0.8, 0.0], [0.5, -0.9, 0.6], [-0.2, 0.3, -0.8], [2.0, 0.3, -0.1], [-0.6, -0.1, 0.4], [3.8, 0.1, 0.1], [-2.5, 2.1, 1.0], [-0.3, -0.6, -0.9], [-0.9, -0.8, -1.2], [-1.3, 2.4, -1.4], [-2.8, 1.3, 1.0], [1.8, -0.2, -0.1], [-1.0, 0.3, -0.8], [0.1, -0.4, 0.3], [1.2, -3.6, 2.9], [1.5, 1.7, 1.1]], "spin_multiplicity": 1, "orbital_gap_ev": 10.4, "charge": 2, "homo_energy_ev": -16.88, "e_lumo_ev": -6.462}

=====

[3]
{"formula": "AlN4O12", "method": "wB97M-V/def2-TZVPD", "symbols": ["O", "O", "O", "O", "O", "O", "O", "O", "O", "O", "Al", "N", "N", "O", "O", "N", "N"], "coordinates": [[-1.26664, 0.79964, -0.50010], [-1.03037, -2.72077, -0.25836], [-1.59158, -3.66489, -2.03776], [-0.60970, -1.77699, -2.00403], [2.69200, -1.66849, 1.45645], [0.69916, 0.82732, -0.36298], [-3.10251, 1.85110, -0.46398], [0.24757, 2.72416, 0.37606], [2.07212, 1.69318, 0.92822], [-1.40049, 2.64358, 0.45325], [-0.31791, -0.69760, -0.29684], [1.08372, 1.78840, 0.19127], [-1.08670, -2.75097, -1.45506], [2.38813, 0.33582, 2.07455], [1.06225, -0.52542, 0.75780], [2.06986, -0.63152, 1.41458], [-1.90887, 1.77340, -0.27310]], "atomic_forces_ev_per_a": [[-1.2, -7.5, -2.2], [0.3, 1.3, 6.2], [-0.1, -0.4, -0.8], [2.0, 4.6, -1.9], [1.3, -2.4, -1.2], [1.7, 0.4, -11.1], [-2.9, -0.4, -2.8], [9.7, 1.5, -2.5], [0.4, 4.6, -4.5], [-9.3, -1.4, 0.8], [0.7, 1.1, -0.8], [1.4, 5.6, 4.9], [-1.8, -3.2, -2.3], [0.8, -4.6, 4.3], [-3.7, -6.1, 2.3], [4.0, 0.0, 5.9], [-3.4, 7.0, 5.8]], "spin_multiplicity": 1, "orbital_gap_ev": 4.9, "charge": -1, "homo_energy_ev": -2.87, "e_lumo_ev": 1.993}

=====

[4]
{"formula": "C42H99N5O10", "method": "wB97M-V/def2-TZVPD", "symbols": ["H", "H", "C", "H", "H", "H", "H", "N", "N", "H", "O", "C", "C", "H", "H", "O", "H", "H", "H", "H", "H", "H", "H", "H", "H", "C", "C", "C", "C", "H", "H", "C", "H", "C", "H", "H", "C", "H", "C", "C", "H", "H", "H", "H", "H", "C", "H", "H", "C", "H", "H", "H", "H", "H", "H", "H", "H", "O", "C", "H", "O", "H", "H", "H", "N", "O", "H", "O", "H", "H", "N", "C", "H", "H", "H", "H", "H", "H", "H", "O", "C", "C", "H", "H", "H", "H", "C", "H", "C", "H", "C", "H", "C", "H", "H", "O", "H", "H", "H", "C", "H", "C", "H", "H", "H", "C", "C", "H", "H", "H", "H", "H", "C", "H", "H", "H", "C", "H", "H", "O", "H", "H", "H", "C", "C", "H", "C", "H", "H", "C", "H", "H", "C", "H", "C", "H", "C", "H", "H", "H", "C", "H", "C", "H", "C", "H", "H", "N", "O", "H", "C", "H", "C", "C", "C", "H"], "coordinates": [[-0.06773, 4.81481, 8.30350], [-3.36853, -9.35414, -6.44596], [-2.58780, -7.49805, -9.29961], [1.15026, -8.41942, -6.64401], [-7.46306, 7.81668, 3.22201], [-3.76665, -2.78082, 4.20350], [5.57516, -0.93268, 4.10391], [-1.97874, -6.94511, -7.02984], [5.49238, 6.76327, -5.68454], [-8.72570, -2.69864, 3.89116], [-6.90039, -3.67306, 6.02000], [0.10491, -8.35047, -6.94499], [3.97580, -1.54741, 0.01623], [-2.94181, -0.78222, 9.96174], [4.01683, 1.51691, 1.79451], [3.94130, -2.76703, 3.55437], [6.47200, 6.72279, -5.92710], [-3.25314, 7.67232, 5.50629], [-8.33164, -0.94084, 3.40745], [-3.89792, -5.32282, 4.20494], [2.65216, 0.52716, 1.28143], [2.68922, 6.10773, -5.85169], [-1.12028, -7.04464, -10.75707], [0.59705, 7.86349, 0.28221], [12.30747, -5.75840, -1.20399], [-5.01633, -1.72029, 2.71344], [-7.26457, -0.97666, 5.67951], [5.70258, -2.94568, 1.18590], [4.91458, 8.10236, -6.02849], [-1.93683, -9.77106, -7.36223], [-0.31458, -5.12309, -6.65265], [-2.98038, -7.71070, -7.83843], [0.22637, -6.23504, -5.41537], [-3.60055, 7.57264, 4.47796], [-0.75571, 8.18371, 4.76367], [-7.05012, -4.25010, 2.49862], [-4.42843, -3.04146, 3.37752], [1.96537, 0.09589, 3.42551], [5.87095, 9.30184, -5.67761], [4.16024, -2.53670, 1.17790], [5.56913, -0.13976, 0.45832], [9.03645, 9.77819, -6.38570], [-8.07220, -1.50247, 6.18881], [-1.49765, -1.55399, 9.62243], [7.62494, 11.11963, -6.45050], [-2.28154, -1.54210, 10.37971], [-3.84713, -3.54528, 2.60528], [-2.82037, 8.06608, 2.69684], [4.81747, 5.61880, -6.16246], [-6.52037, -0.79591, 6.45513], [-3.56948, -9.80471, -8.08255], [-7.73135, -2.20263, 2.46843], [-7.75721, 7.11465, 4.71050], [-4.01133, -4.64493, 5.59422], [4.75125, 5.66980, -7.24926], [5.32741, 10.22738, -5.86749], [-5.62596, -1.97130, 1.84543], [3.00930, 4.04907, -6.01641], [-2.89601, -9.25692, -7.42340], [3.45201, 5.52349, -4.48055], [-2.97018, -2.82689, 10.54792], [-4.73936, -7.20267, -6.70722], [3.68058, -4.38953, 0.15200], [-3.00835, -8.22764, -9.99167], [-6.19713, -3.05191, 4.95791], [-1.11754, 8.10141, 1.47266], [1.57783, 5.12355, 8.80731], [-5.73318, 6.88485, 4.10868], [-0.95518, 8.28710, -0.53587], [11.87965, -6.41549, 0.43927], [-2.62964, 8.30577, 3.65926], [-6.34470, -4.80803, 3.11441], [8.32716, 10.39755, -4.98858], [-1.28474, 6.71445, 3.85464], [3.93990, 7.86609, -5.60154], [0.10422, -9.04297, -7.78674], [3.05530, -2.90939, 3.89546], [1.23539, 4.47410, -6.85521], [-3.05865, -6.59110, -9.67888], [12.11489, -4.44544, 0.45149], [-4.71899, -5.00008, 4.84509], [3.94033, -0.45621, 2.70348], [-0.35780, -8.80333, -6.06811], [-7.39322, 6.03300, 3.36279], [0.06405, 9.42491, 0.41976], [3.12640, -0.49484, 4.69537], [-5.05812, 8.02346, 4.30467], [5.95641, -3.77113, 0.52085], [3.71155, 0.50277, 1.53676], [1.29669, 2.87168, -6.32657], [2.99349, 0.09361, 3.78753], [-0.72965, -8.48469, -9.93405], [3.40633, 5.34255, -5.55445], [4.72029, 8.09827, -7.10102], [5.43007, 0.76983, 3.49420], [7.15862, 9.17796, -6.34406], [13.48867, -5.87553, 0.19901], [-5.50023, 8.41759, 5.21971], [-4.90308, -0.80554, 4.59589], [-0.49193, 8.40823, 2.69228], [-4.42803, -6.09629, -8.14659], [-0.34041, 8.41479, 0.35512], [-0.42732, 9.49520, 2.74165], [0.48872, 7.93852, 2.76839], [-3.55225, 6.50627, 4.25747], [-1.13228, -7.48670, -9.76081], [-8.00853, -1.97788, 3.49837], [5.96695, 9.15648, -4.60161], [-5.32936, -5.65995, 5.46162], [0.77091, 7.04345, 9.92793], [12.21586, -4.61756, 1.39051], [0.17745, 4.59216, 9.99035], [12.46513, -5.69159, -0.12752], [3.12799, 1.15727, 3.98408], [0.68277, -6.46246, -9.14863], [-1.88065, -1.29340, 11.36233], [5.41297, -0.28969, 3.23884], [-2.38016, -3.40350, 11.03883], [5.88317, -3.36786, 2.17446], [-2.39628, -6.86881, -5.72762], [5.52227, 4.81577, -5.94686], [-5.13018, -7.64799, -8.30942], [1.33165, -5.88069, -6.85206], [0.31539, -5.99465, -6.47480], [-5.72275, -0.93421, 3.88900], [1.05725, 4.07538, -5.11514], [-6.81647, -1.79165, 4.43505], [-2.34401, -5.92870, -5.54038], [-5.76589, -5.62801, 2.68931], [-5.47638, -3.97268, 4.03715], [-0.79431, -5.67040, -8.87550], [3.04947, -4.27956, 1.82423], [1.61401, 3.87132, -6.02974], [2.28942, -3.26485, 0.50347], [8.10593, 10.23052, -6.04275], [2.92574, -1.47180, -0.26616], [-0.32470, -6.64909, -8.77679], [-6.27767, -3.59754, 6.74672], [-6.01398, 0.09077, 3.65944], [6.37627, -2.08907, 1.16481], [-4.38270, -7.10353, -7.73243], [-5.25774, 8.78436, 3.55016], [-7.12537, 6.97933, 3.83268], [6.23497, -0.56246, 2.57701], [3.18994, -3.74735, 0.88342], [4.25068, 0.60146, -0.52501], [4.57423, -1.97001, -0.79086], [3.71044, -1.87170, 2.43277], [0.27106, 6.53523, 9.28492], [-7.84495, -0.09894, 5.39516], [4.49425, -0.08509, 0.28581], [-7.01648, -5.37846, 3.75584], [-1.27253, 7.80403, 3.88229], [-0.53127, -7.03116, -7.25839], [0.53990, 5.16603, 9.13748], [-4.10941, -1.25157, 2.33148]], "atomic_forces_ev_per_a": [[0.0, 0.2, -0.1], [0.1, 0.1, 0.2], [0.0, -0.5, -1.8], [0.3, 1.1, -0.1], [0.7, 0.1, -0.6], [0.2, 0.3, -0.2], [-0.3, 0.3, 0.3], [-0.5, 1.2, -2.2], [1.2, 2.3, 1.2], [-0.1, 0.4, 0.0], [-0.3, -0.3, -0.8], [0.4, -2.2, 0.3], [0.5, 1.4, 0.2], [-0.6, -0.2, 0.6], [0.2, -0.2, 0.1], [0.3, 1.3, -0.6], [0.0, 0.0, -0.1], [-0.3, 0.1, 0.2], [-1.1, -0.2, 0.1], [-0.7, -1.5, -0.5], [-0.1, 0.0, 0.0], [-0.2, 0.0, -0.7], [0.1, 0.2, 0.0], [-0.1, -0.9, 0.0], [0.0, 0.3, 0.3], [0.8, -0.8, 1.5], [-1.9, -1.0, 0.3], [-1.3, -0.3, 1.7], [1.2, -2.2, -1.2], [0.0, 0.6, -0.4], [0.7, 0.9, 0.3], [2.3, -1.1, -0.3], [0.5, 0.1, 0.1], [0.6, 0.9, 0.1], [-0.5, -0.1, 0.4], [0.6, -0.1, -0.6], [-1.1, 0.5, -0.7], [-0.2, -0.7, 0.1], [-0.7, -1.8, 0.6], [0.6, 0.4, -0.2], [0.0, 0.4, 0.0], [0.0, 1.0, -0.9], [0.1, -0.5, 0.2], [0.4, -0.6, 0.2], [1.1, 0.4, -0.4], [-0.2, -1.1, 0.1], [0.0, -0.4, 0.1], [-0.1, 0.2, -0.3], [-0.5, -0.6, -0.4], [0.3, 0.2, -0.5], [0.1, -0.2, -0.2], [0.1, -0.5, 0.1], [0.3, -0.2, 0.6], [-0.4, 1.3, 0.5], [-0.5, -0.3, -0.5], [0.3, 0.3, -0.3], [-0.3, 0.1, 0.2], [0.2, 0.2, 1.2], [-1.7, 1.0, -0.1], [0.1, -0.9, 0.5], [0.3, 1.2, -0.7], [0.0, 0.6, 0.1], [-0.3, -0.1, -0.1], [-0.7, -0.5, 0.5], [1.0, 0.8, -0.4], [-0.2, -0.7, -0.1], [0.2, -1.1, 0.6], [-2.6, -2.9, -1.7], [0.2, 0.0, 0.1], [-0.2, -0.7, -0.7], [-0.4, -0.2, 1.0], [-1.0, -0.3, 0.7], [-0.6, -0.2, 0.4], [0.5, -0.3, 0.1], [-0.3, 2.0, 0.6], [-0.6, -0.2, 0.0], [-0.1, 0.0, 0.0], [-0.4, 0.5, 0.1], [0.2, 0.4, 0.4], [-0.2, 0.6, -0.4], [1.6, 0.6, 1.0], [1.8, 0.7, 1.5], [-0.4, -0.2, -0.1], [-0.1, 0.2, 0.0], [-0.5, 0.6, -0.1], [-0.3, 0.2, 0.2], [0.8, 1.5, 1.5], [-0.1, 0.5, -0.5], [1.2, -2.2, -1.8], [0.8, -0.4, 0.2], [-0.1, -0.6, 0.0], [0.0, -0.2, 0.4], [1.1, 0.3, -0.8], [0.0, 0.3, -0.5], [0.8, 0.0, 0.3], [-1.4, -0.1, 1.0], [0.4, -0.3, -0.8], [0.5, 0.8, 0.5], [-0.3, -0.2, 0.5], [0.3, -0.9, 0.7], [0.3, 0.1, 0.5], [0.5, 0.5, -0.1], [0.2, 0.1, 0.5], [0.5, 0.2, -0.4], [-0.2, -0.3, -0.1], [0.2, 0.0, 0.8], [0.8, 1.0, -0.2], [0.6, 0.6, 0.3], [0.0, -0.7, -1.0], [0.3, -0.7, 0.1], [-0.1, 0.5, 0.1], [0.8, -0.2, 0.3], [0.2, -0.4, 1.6], [0.7, -0.1, 0.1], [0.4, -0.5, 0.6], [0.0, 0.6, -0.2], [-0.9, 0.4, 0.1], [0.1, 0.0, 0.0], [0.0, -0.1, 0.2], [0.3, -0.3, 1.7], [-0.5, -0.5, 0.1], [0.3, -0.4, -0.3], [-0.3, -0.2, 0.1], [-2.7, 0.2, 0.0], [2.1, -0.7, -2.5], [0.4, 0.4, 0.3], [-0.1, -0.4, 2.5], [-0.2, 0.1, 0.3], [0.0, 0.5, -0.9], [-0.1, 0.9, 0.8], [0.0, 0.4, 0.2], [-0.3, -0.2, -0.3], [-0.6, 0.1, -1.1], [-0.2, -0.6, 0.1], [-1.1, -1.3, 0.2], [0.0, -0.1, -0.1], [-1.0, 0.5, -0.2], [0.0, 0.0, 0.2], [-0.5, -0.2, -0.4], [-0.1, -0.1, -0.7], [-0.2, -0.8, 0.8], [0.5, 0.0, -0.5], [0.0, -0.3, 0.2], [-0.4, 0.3, -0.4], [1.6, 1.3, 0.7], [0.4, -0.4, -0.4], [-0.3, 0.0, -0.4], [-1.6, -1.1, -1.2], [-1.3, 1.2, -0.4], [0.8, 0.5, -0.3], [-1.4, -0.2, 1.0], [-0.2, 0.0, 0.4], [-0.4, 1.4, -2.0], [2.0, 0.0, -1.5], [0.0, 0.6, -0.4], [-0.2, 0.6, 0.0]], "spin_multiplicity": 1, "smiles": "CC1(C)CCCC(C)(C)N1O.CC1(C)CCCC(C)(C)N1O.CC1(C)CCCC(C)(C)N1O.COCCNCCOC.COCCNCCOC.CO.CO.CO", "orbital_gap_ev": 8.4, "homo_energy_ev": -8.01, "e_lumo_ev": 0.389}

=====

no.,E (hartree)
1,-4885.98372
2,-399.07803
3,-1363.64400
4,-2685.32454